(one)
# C6H16NS

A 2-piece molecular cluster, C6H16NS overall (the ωB97M-V functional and the def2-TZVPD basis, OMol25).

The calculation puts the HOMO-LUMO gap at 9.6 eV. As for the multiplicity: 1. The net charge is +1. As for the LUMO energy: -3.340 eV.

Last columns: bonded neighbours and bond lengths (Å).
Atoms and positions in Å:
1 C -0.600 -0.129 -1.962  C2 1.552, H5 1.105, H6 1.085, H7 1.100
2 C -0.398 1.156 -1.116  C1 1.552, C3 1.368, C4 1.521
3 C -1.350 1.563 -0.222  C2 1.368, H8 1.091, H9 1.098
4 C 0.945 1.857 -1.255  C2 1.521, H10 1.101, H11 1.114, H12 1.115
5 H -0.285 0.084 -3.000  C1 1.105
6 H -1.628 -0.471 -2.016  C1 1.085
7 H 0.071 -0.935 -1.632  C1 1.100
8 H -1.212 2.351 0.520  C3 1.091
9 H -2.303 1.027 -0.130  C3 1.098
10 H 0.896 2.851 -0.784  C4 1.101
11 H 1.184 2.086 -2.318  C4 1.114
12 H 1.738 1.173 -0.870  C4 1.115
13 C 0.855 -1.074 1.378  C14 1.521, N16 1.492, H17 1.115, H18 1.089
14 C -0.488 -1.758 1.175  C13 1.521, S15 1.798, H19 1.097, H20 1.125
15 S -0.225 -3.473 0.702  C14 1.798, H21 1.351
16 N 0.622 0.370 1.673  C13 1.492, H22 1.017, H23 1.044, H24 1.045
17 H 1.564 -1.138 0.518  C13 1.115
18 H 1.311 -1.474 2.282  C13 1.089
19 H -1.009 -1.193 0.392  C14 1.097
20 H -1.048 -1.817 2.149  C14 1.125
21 H -0.281 -3.229 -0.626  S15 1.351
22 H 1.425 0.805 2.120  N16 1.017
23 H -0.241 0.494 2.248  N16 1.044
24 H 0.456 0.875 0.774  N16 1.045

(two)
# C6H16NS

An isolated ion of composition C6H16NS and charge +1 (the ωB97M-V functional and the def2-TZVPD basis, OMol25).

The calculation puts the HOMO-LUMO gap at 11.0 eV. As for the multiplicity: 1. Its structure (SMILES) is CC[C@@](C)(S)[C@@H](C)[NH3+]. The net charge is +1. As for the LUMO energy: -2.985 eV.

Last columns: bonded neighbours and bond lengths (Å).
Atoms and positions in Å:
1 C 0.868 -2.147 -0.801  C2 1.493, H9 1.125, H10 1.166, H11 1.162
2 C 0.756 -1.382 0.477  C1 1.493, C3 1.495, H12 1.031, H13 1.125
3 C 0.686 0.110 0.404  C2 1.495, C4 1.561, S5 1.825, C6 1.612
4 C 0.424 0.738 1.809  C3 1.561, H14 1.117, H15 1.177, H16 1.087
5 S 2.178 0.914 -0.274  C3 1.825, H17 1.320
6 C -0.461 0.649 -0.593  C3 1.612, C7 1.618, N8 1.431, H18 1.126
7 C -1.974 0.248 -0.184  C6 1.618, H19 1.034, H20 1.100, H21 1.219
8 N -0.263 2.066 -0.567  C6 1.431, H22 0.950, H23 0.938, H24 1.054
9 H -0.023 -2.115 -1.487  C1 1.125
10 H 1.906 -1.969 -1.301  C1 1.166
11 H 1.009 -3.266 -0.524  C1 1.162
12 H 1.513 -1.765 1.062  C2 1.031
13 H -0.273 -1.666 0.832  C2 1.125
14 H -0.012 1.762 1.905  C4 1.117
15 H -0.273 0.062 2.474  C4 1.177
16 H 1.401 0.633 2.271  C4 1.087
17 H 2.348 0.431 -1.491  S5 1.320
18 H -0.294 0.104 -1.564  C6 1.126
19 H -2.053 -0.212 0.738  C7 1.034
20 H -2.434 -0.399 -0.946  C7 1.100
21 H -2.621 1.281 -0.173  C7 1.219
22 H -0.499 2.336 0.313  N8 0.950
23 H -0.627 2.563 -1.274  N8 0.938
24 H 0.771 2.135 -0.759  N8 1.054

Most stable = (one)

(one)
# C4H10N2OS

A 2-piece molecular cluster, C4H10N2OS overall (the ωB97M-V functional and the def2-TZVPD basis, OMol25).

The calculation puts the HOMO-LUMO gap (alpha / beta) at 4.0 / 4.0 eV. As for the multiplicity: 2. The net charge is +1. As for the LUMO energy (alpha / beta): -8.003 / -7.797 eV.

Last columns: bonded neighbours and bond lengths (Å).
Atoms and positions in Å:
1 O 1.337 -1.259 1.791  C2 1.340, H16 0.972
2 C 0.606 -0.767 0.782  O1 1.340, N3 1.381, C7 1.396
3 N 0.732 -1.254 -0.504  C2 1.381, C4 1.457, H9 1.034
4 C -0.116 -0.629 -1.511  N3 1.457, C5 1.507, H10 1.098, H11 1.104
5 C 0.239 0.819 -1.733  C4 1.507, H12 1.102, H13 1.089, H14 1.106
6 S -1.390 3.018 -0.166  no bonds
7 C -0.413 0.123 1.128  C2 1.396, N8 1.348, H15 1.067
8 N -0.529 0.615 2.378  C7 1.348, H17 1.011, H18 1.007
9 H 0.400 -2.225 -0.378  N3 1.034
10 H -1.194 -0.813 -1.411  C4 1.098
11 H 0.009 -1.126 -2.489  C4 1.104
12 H 1.319 1.015 -1.831  C5 1.102
13 H -0.169 1.189 -2.672  C5 1.089
14 H -0.148 1.537 -0.986  C5 1.106
15 H -1.230 0.359 0.483  C7 1.067
16 H 1.888 -1.965 1.414  O1 0.972
17 H -0.057 0.114 3.118  N8 1.011
18 H -1.284 1.248 2.587  N8 1.007

(two)
# C4H10N2OS

An isolated ion of composition C4H10N2OS and charge +1 (the ωB97M-V functional and the def2-TZVPD basis, OMol25).

The calculation puts the HOMO-LUMO gap (alpha / beta) at 11.3 / 5.5 eV. As for the multiplicity: 2. The net charge is +1. As for the LUMO energy (alpha / beta): -2.932 / -8.390 eV.

Last columns: bonded neighbours and bond lengths (Å).
Atoms and positions in Å:
1 N -1.722 1.142 -0.701  C2 1.391, H9 1.024, H10 1.018
2 C -0.797 0.444 0.067  N1 1.391, C3 1.614, C5 1.560, H11 1.076
3 C -1.332 -0.973 0.627  C2 1.614, S4 1.761, H12 1.089, H13 1.081
4 S -0.133 -2.225 0.937  C3 1.761, H14 1.343
5 C 0.336 0.028 -0.922  C2 1.560, N6 1.341, O8 1.211
6 N 1.624 0.213 -0.596  C5 1.341, C7 1.451, H15 1.010
7 C 2.158 0.806 0.616  N6 1.451, H16 1.087, H17 1.079, H18 1.079
8 O -0.034 -0.467 -1.965  C5 1.211
9 H -2.087 0.657 -1.526  N1 1.024
10 H -2.505 1.570 -0.212  N1 1.018
11 H -0.488 1.056 0.897  C2 1.076
12 H -1.842 -0.765 1.566  C3 1.089
13 H -2.082 -1.342 -0.058  C3 1.081
14 H -0.250 -2.866 -0.238  S4 1.343
15 H 2.257 -0.295 -1.199  N6 1.010
16 H 1.434 1.510 1.018  C7 1.087
17 H 2.994 1.430 0.340  C7 1.079
18 H 2.467 0.078 1.350  C7 1.079

Most stable = (two)

(one)
# C4H8N3

An isolated ion of composition C4H8N3 and charge +1 (the ωB97M-V functional and the def2-TZVPD basis, OMol25).

The calculation puts the HOMO-LUMO gap at 8.4 eV. As for the multiplicity: 1. Its structure (SMILES) is CC/N=C/C=[N+]=N. The net charge is +1. As for the LUMO energy: -6.066 eV.

Last columns: bonded neighbours and bond lengths (Å).
Atoms and positions in Å:
1 C -2.153 -0.907 0.209  C2 1.455, H8 1.045, H9 1.048, H10 1.123
2 C -1.551 0.280 -0.378  C1 1.455, N3 1.435, H11 1.127, H12 1.126
3 N -0.124 0.155 -0.294  C2 1.435, C4 1.260
4 C 0.640 1.025 0.201  N3 1.260, C5 1.460, H13 1.105
5 C 2.096 0.906 0.219  C4 1.460, N6 1.213, H14 1.121
6 N 2.645 -0.137 -0.067  C5 1.213, N7 1.168
7 N 3.128 -1.047 -0.617  N6 1.168, H15 1.040
8 H -2.070 -1.824 -0.286  C1 1.045
9 H -3.150 -0.679 -0.020  C1 1.048
10 H -2.051 -1.082 1.314  C1 1.123
11 H -1.871 1.217 0.160  C2 1.127
12 H -1.979 0.100 -1.404  C2 1.126
13 H 0.358 2.077 0.390  C4 1.105
14 H 2.568 1.797 0.708  C5 1.121
15 H 3.515 -1.882 -0.134  N7 1.040

(two)
# C4H8N3

An isolated ion of composition C4H8N3 and charge +1 (the ωB97M-V functional and the def2-TZVPD basis, OMol25).

The calculation puts the HOMO-LUMO gap at 9.1 eV. As for the multiplicity: 1. Its structure (SMILES) is C1C[NH2+][C@@H]2NC2=N1. The net charge is +1. As for the LUMO energy: -5.010 eV.

Last columns: bonded neighbours and bond lengths (Å).
Atoms and positions in Å:
1 C 0.321 -0.346 1.613  C2 1.569, N7 1.399, H8 1.125, H9 1.219
2 C 0.890 0.698 0.588  C1 1.569, N3 1.490, H10 1.129, H11 1.016
3 N 0.007 1.003 -0.572  C2 1.490, C4 1.479, H12 1.061, H13 1.085
4 C -0.246 -0.306 -1.212  N3 1.479, N5 1.424, C6 1.486, H14 1.155
5 N -1.583 -0.719 -1.473  C4 1.424, C6 1.706, H15 1.069
6 C -0.642 -1.287 -0.169  C4 1.486, N5 1.706, N7 1.280
7 N -0.688 -1.170 1.105  C1 1.399, C6 1.280
8 H 1.245 -0.853 2.006  C1 1.125
9 H -0.264 0.156 2.557  C1 1.219
10 H 1.073 1.680 1.115  C2 1.129
11 H 1.701 0.170 0.274  C2 1.016
12 H -1.013 1.123 -0.306  N3 1.061
13 H 0.210 1.732 -1.349  N3 1.085
14 H 0.667 -0.464 -1.901  C4 1.155
15 H -1.676 -1.419 -2.276  N5 1.069

(three)
# C4H8N3

A 2-piece molecular cluster, C4H8N3 overall (the ωB97M-V functional and the def2-TZVPD basis, OMol25).

The calculation puts the HOMO-LUMO gap (alpha / beta) at 7.6 / 8.2 eV. As for the multiplicity: 1. The net charge is +1. As for the LUMO energy (alpha / beta): -5.638 / -5.604 eV.

Last columns: bonded neighbours and bond lengths (Å).
Atoms and positions in Å:
1 C -0.637 1.152 0.327  N5 1.278, N6 1.303, H8 1.168
2 C 1.854 -0.196 -0.361  N7 1.221, H9 1.065
3 C -2.060 -0.240 -0.456  C4 1.603, N5 1.365, H10 1.127, H11 1.117
4 C -0.959 -1.003 0.426  C3 1.603, N6 1.395, H12 1.101, H13 1.096
5 N -1.705 1.076 -0.371  C1 1.278, C3 1.365
6 N -0.108 0.047 0.771  C1 1.303, C4 1.395
7 N 2.773 0.508 0.028  C2 1.221, H14 1.112, H15 1.070
8 H 0.020 2.118 0.333  C1 1.168
9 H 1.698 -1.170 -0.763  C2 1.065
10 H -2.224 -0.576 -1.519  C3 1.127
11 H -3.124 -0.129 -0.135  C3 1.117
12 H -1.468 -1.312 1.352  C4 1.101
13 H -0.408 -1.784 -0.111  C4 1.096
14 H 3.803 0.106 -0.089  N7 1.112
15 H 2.546 1.404 0.568  N7 1.070

Most stable = (one)